A structure of composition C33H23BrN7O8ReSeTe at a distorted geometry. Source: OMol25; level of theory: ωB97M-V with the def2-TZVPD basis set.

Positions of all 75 atoms, in Å:
Re -0.0545 -0.1041 -0.4565
Se -6.0063 3.4486 2.6477
N -4.2725 3.4930 2.9981
C -3.7000 2.7994 2.0559
C -2.2547 2.5774 1.9971
C -1.3449 3.1543 2.8881
C -0.0037 2.8667 2.7615
C 0.4084 1.9886 1.7714
N -0.4531 1.4483 0.9113
C -1.7713 1.7551 1.0002
C -2.6473 1.2146 -0.0452
N -2.0383 0.5160 -1.0349
C -2.7701 0.0171 -2.0307
C -4.1493 0.1816 -2.0781
C -4.7737 0.8899 -1.0769
C -4.0098 1.4348 -0.0420
C -4.5695 2.2267 1.0548
N -5.8427 2.4590 1.1895
H -1.7150 3.8173 3.6624
H 0.7328 3.2968 3.4257
H 1.4459 1.6871 1.6753
H -2.2371 -0.5094 -2.8113
H -4.7080 -0.2491 -2.8987
H -5.8472 1.0424 -1.0759
O -2.0393 -3.0425 1.6923
C -1.6710 -2.4130 0.7326
O -1.2053 -1.1766 0.8369
C -1.7986 -3.0236 -0.6487
C -2.7559 -4.0148 -0.7817
C -2.9660 -4.6152 -2.0035
C -2.2213 -4.2774 -3.1010
C -1.2416 -3.3121 -2.9728
C -1.0142 -2.6449 -1.7494
O -0.0867 -1.6822 -1.6594
N -0.5058 -2.9737 -4.2192
O -0.9763 -3.3719 -5.2686
O 0.4633 -2.2357 -4.1523
N -4.0330 -5.6294 -2.1537
O -4.1906 -6.1133 -3.2588
O -4.7169 -5.8743 -1.1796
H -3.3273 -4.3123 0.0863
H -2.3899 -4.7551 -4.0531
O 2.3727 1.9343 -5.8417
C 1.9868 1.5662 -4.6213
C 2.3630 0.3795 -4.0075
C 1.8606 0.0943 -2.7695
N 1.0071 0.9006 -2.0890
C 0.7102 2.0716 -2.6884
Br -0.3708 3.3237 -1.7856
C 1.1660 2.4455 -3.9224
H 2.9023 1.2484 -6.2642
H 3.0191 -0.3314 -4.4946
H 2.1235 -0.8293 -2.2849
H 0.8962 3.3999 -4.3503
C 5.5379 1.6076 4.9604
C 4.6013 1.0045 3.9417
C 4.5966 1.4357 2.6268
C 3.7975 0.8353 1.6522
C 3.8641 1.3913 0.2459
C 2.9771 -0.2340 2.0331
Te 1.9934 -1.4310 0.5976
C 2.9118 -0.6553 3.3738
C 1.9908 -1.7639 3.8424
C 3.7330 -0.0229 4.2995
H 6.0429 2.4907 4.5685
H 6.3034 0.8820 5.2438
H 5.0067 1.8877 5.8725
H 5.2492 2.2573 2.3369
H 4.8831 1.6933 -0.0017
H 3.2347 2.2840 0.1462
H 3.5354 0.6727 -0.4988
H 0.9988 -1.6932 3.3937
H 1.8728 -1.7305 4.9266
H 2.3925 -2.7483 3.5865
H 3.6987 -0.3504 5.3368

Atomic forces in eV per Å
0.1 -1.8 0.3
-0.6 0.3 0.3
-0.1 0.0 -0.1
0.4 -0.2 -0.2
-0.2 0.1 0.1
0.0 0.0 0.1
-0.1 0.1 0.1
0.1 -0.2 -0.1
0.0 0.1 0.1
0.1 -0.2 -0.4
0.5 -0.1 -0.1
-0.5 0.2 0.0
0.1 0.2 0.1
0.0 0.0 -0.1
-0.2 0.0 0.0
-0.2 0.1 0.2
0.5 -0.2 -0.2
0.0 0.1 0.1
0.0 -0.1 -0.1
0.0 0.0 0.0
-0.1 0.0 0.0
0.0 0.0 0.0
0.0 0.0 0.0
0.1 0.0 0.0
0.0 0.2 -0.1
0.2 0.1 0.1
0.0 0.1 -0.5
0.0 0.2 0.2
-0.1 -0.1 0.2
-0.2 -0.2 0.2
0.2 0.0 -0.3
0.2 0.0 -0.2
0.5 0.4 -0.1
-0.6 0.0 0.0
-0.4 0.6 -0.2
0.2 -0.2 0.4
0.0 -0.3 0.2
-0.4 0.0 -0.1
0.2 0.1 0.3
0.3 0.1 -0.1
0.0 0.0 0.0
0.0 0.0 0.0
0.0 0.0 0.1
0.1 0.1 -0.2
0.1 -0.1 -0.1
-0.1 0.0 0.0
0.0 0.0 -0.1
0.0 -0.1 0.2
0.0 0.0 0.1
0.0 0.1 -0.1
0.1 -0.1 0.0
0.0 0.0 0.0
0.0 -0.1 0.1
0.0 0.0 0.0
-0.1 0.0 0.0
0.1 0.0 0.2
0.0 0.1 -0.2
0.1 0.0 0.0
0.1 0.0 0.2
0.0 0.0 0.0
0.1 0.2 -0.2
-0.1 0.0 0.1
0.2 0.1 0.0
-0.1 -0.1 0.1
0.0 0.0 0.0
0.0 0.0 0.0
0.0 0.0 -0.1
-0.1 -0.1 0.0
0.0 0.0 0.1
0.0 0.0 0.0
0.0 -0.1 0.0
0.0 0.0 0.0
0.1 0.0 -0.1
0.0 0.0 0.0
0.0 0.0 -0.1

Output
* HOMO energy (alpha / beta): -10.4 / -10.4 eV
* E: -206208.2814 eV
* charge: +1
* ⟨S²⟩: 3.78
* 2S+1: 4